Formula: C3H3LiO3Pb
Source: the Open Molecules 2025 dataset
Level of theory: ωB97M-V/def2-TZVPD

Output
Spin multiplicity   2
Strongest force on any atom   3.71 eV Å⁻¹
Relative energy (zero: lowest compared OMol25 entry of this formula, charge and spin)   0.5216 eV
<S²>   0.7525
Total charge   +1
DFT total energy   -14744.9411 eV

XYZ file:
```
11
Properties=species:S:1:pos:R:3:mulliken_charge:R:1
C 0.282 -0.003 -0.557 -0.620
C 0.047 1.454 -0.574 -0.243
O -1.042 0.596 -0.304 -0.238
C 0.126 -1.551 0.749 1.006
O -0.937 -1.808 1.264 -0.518
O 1.301 -1.640 1.037 -0.654
Li 2.741 -0.566 0.369 0.949
H 0.202 -0.508 -1.527 0.281
H -0.185 2.014 -1.484 0.241
H 0.203 2.094 0.300 0.232
Pb -2.738 -0.083 0.727 0.564
```